(1)
{"formula": "CH3ClNO", "method": "ωB97M-V with the def2-TZVPD basis set", "symbols": ["C", "N", "O", "Cl", "H", "H", "H"], "positions_angstrom": [[-0.085871, -0.094058, 0.188503], [-0.738653, -1.112132, 1.062967], [-1.827816, -0.615926, 1.684380], [-1.244871, -2.692096, -0.280409], [-0.048500, 0.810535, 0.624228], [1.012393, -0.422792, 0.217068], [-0.627255, 0.072435, -0.809680]], "atomic_forces_ev_per_a": [[0.334, -3.292, -2.325], [-2.745, 2.235, 3.507], [3.346, -1.240, -2.507], [-0.194, -0.383, -0.806], [-0.466, 3.157, 2.131], [-1.480, 0.182, -1.124], [1.204, -0.658, 1.123]], "smiles": "CN([O-])Cl", "charge": -1, "e_lumo_ev": [4.57, 4.58]}

---

(2)
{"formula": "C4H5O2S", "method": "ωB97M-V with the def2-TZVPD basis set", "symbols": ["C", "C", "C", "C", "O", "O", "S", "H", "H", "H", "H", "H"], "positions_angstrom": [[-1.312844, -2.508968, 0.720832], [0.325716, -0.267459, 0.979029], [0.023132, 0.541778, -0.214592], [0.923459, 1.388379, -0.998615], [-1.328088, -2.524256, -0.460157], [-1.521117, -2.719467, 1.854836], [-0.984406, 1.183677, 1.104933], [1.200216, -0.065108, 1.588759], [-0.684444, 0.089424, -0.989214], [1.618657, 2.058749, -0.493905], [0.298793, 2.091448, -1.492700], [1.440926, 0.731804, -1.599206]], "atomic_forces_ev_per_a": [[-0.096, 0.329, -0.456], [-1.654, -0.789, -0.631], [-0.954, -1.533, -0.136], [0.007, 2.080, 1.429], [0.138, 0.021, 1.207], [0.211, 0.009, -0.620], [0.068, 0.176, 0.978], [0.292, 0.750, -0.265], [0.887, -0.033, 1.083], [0.234, -0.403, 0.705], [-0.487, 0.464, -1.334], [1.354, -1.072, -1.960]], "charge": -1, "e_lumo_ev": 3.81}

---

(3)
{"formula": "C3H12FNNiO6", "method": "ωB97M-V with the def2-TZVPD basis set", "symbols": ["Ni", "N", "O", "O", "O", "F", "C", "O", "H", "H", "H", "H", "C", "O", "H", "H", "H", "H", "C", "O", "H", "H", "H", "H"], "positions_angstrom": [[-1.676973, 1.432313, 3.584787], [-0.594503, -0.473829, 1.273832], [-0.848581, -1.112764, 0.254750], [0.484139, -0.615559, 1.843247], [-1.445992, 0.361332, 1.701252], [0.280794, 1.500223, 3.922538], [-3.949092, 2.250800, -0.360934], [-3.093756, 1.156521, -0.611224], [-4.840948, 2.199421, -0.989190], [-4.271767, 2.230864, 0.685037], [-3.517612, 3.240637, -0.529154], [-3.021040, 0.705437, 0.231538], [1.169172, 0.024571, -2.168673], [0.217178, -0.998463, -2.184650], [2.171006, -0.194917, -1.791586], [1.285529, 0.429158, -3.175809], [0.746000, 0.855757, -1.593499], [-0.193740, -1.123461, -1.315856], [3.786156, -2.093777, -0.046221], [3.191192, -1.523617, 1.146392], [4.711543, -1.531428, -0.165030], [4.077791, -3.112111, 0.222115], [3.082533, -2.117518, -0.875127], [2.250972, -1.489591, 0.941463]], "atomic_forces_ev_per_a": [[4.515, -1.465, -1.775], [3.574, -2.055, -0.523], [-1.253, 0.619, 0.770], [-1.049, 0.485, 0.200], [-2.708, 2.098, 1.918], [-3.402, 0.303, 0.001], [-0.557, 0.138, 0.183], [-0.092, 0.432, 0.003], [-0.043, -0.104, 0.025], [-0.237, 0.124, 0.025], [0.478, -0.186, -0.145], [0.502, -0.398, -0.227], [-0.673, 1.220, 0.140], [0.216, -0.931, -0.519], [-0.093, -0.443, 0.172], [-0.002, -0.280, -0.127], [0.369, 0.198, 0.179], [0.434, 0.270, -0.327], [0.311, -0.114, 1.889], [-0.330, -0.219, -1.026], [-0.137, 0.026, -0.812], [-0.022, -0.177, -0.374], [0.322, 0.247, -0.233], [-0.123, 0.212, 0.581]], "e_lumo_ev": [-3.97, -4.47], "spin_multiplicity": 3}

---

(4)
{"formula": "BrH10O5", "method": "ωB97M-V with the def2-TZVPD basis set", "symbols": ["Br", "O", "H", "H", "O", "H", "H", "O", "H", "H", "O", "H", "H", "O", "H", "H"], "positions_angstrom": [[0.232773, 0.287219, 0.221120], [2.098140, 0.586433, -2.681861], [2.747358, 0.041898, -2.229194], [1.382966, 0.648605, -2.030475], [1.485763, -2.970396, 0.536448], [1.324951, -2.028131, 0.373120], [0.852444, -3.188304, 1.224810], [-1.229557, 1.077358, -2.949141], [-0.685040, 1.450772, -3.648212], [-0.627655, 1.020641, -2.192985], [-2.229311, -1.533263, 2.057869], [-2.015864, -1.831549, 2.945589], [-1.386380, -1.218956, 1.699784], [-0.905093, 2.486741, 2.524165], [-0.551640, 1.852591, 1.872713], [-0.493855, 3.318341, 2.276248]], "atomic_forces_ev_per_a": [[0.119, -0.078, -0.067], [0.026, 0.111, -0.192], [-0.010, -0.035, 0.050], [0.118, -0.105, 0.209], [0.161, -0.106, 0.056], [-0.127, 0.142, -0.062], [-0.072, 0.014, -0.021], [0.085, 0.182, -0.168], [0.032, -0.052, -0.031], [-0.302, -0.166, 0.277], [0.034, -0.258, 0.125], [-0.004, 0.052, 0.049], [-0.034, 0.290, -0.260], [0.059, 0.052, 0.055], [-0.100, -0.055, 0.015], [0.016, 0.011, -0.034]], "charge": -1, "e_lumo_ev": 3.57}

---

(5)
{"formula": "C49H63N4O2", "method": "ωB97M-V with the def2-TZVPD basis set", "symbols": ["C", "C", "C", "C", "C", "C", "C", "C", "C", "C", "C", "C", "C", "C", "N", "C", "C", "C", "C", "C", "C", "N", "O", "O", "C", "C", "N", "C", "C", "C", "C", "C", "C", "C", "C", "C", "C", "C", "C", "C", "C", "C", "C", "H", "H", "H", "H", "H", "H", "H", "H", "H", "H", "H", "H", "H", "H", "H", "H", "H", "H", "H", "H", "H", "H", "H", "H", "H", "H", "H", "H", "H", "H", "H", "H", "H", "H", "H", "H", "H", "H", "H", "H", "H", "H", "H", "H", "H", "H", "H", "H", "H", "C", "C", "C", "N", "C", "C", "C", "C", "C", "C", "C", "C", "H", "H", "H", "H", "H", "H", "H", "H", "H", "H", "H", "H", "H", "H"], "positions_angstrom": [[-0.982040, 1.534063, -0.517051], [-1.791376, 2.500008, 0.314556], [-0.893901, 3.725199, 0.547897], [-3.029732, 2.988862, -0.449347], [-2.312711, 1.903096, 1.649858], [-2.877284, 2.859761, 2.504226], [-3.295722, 2.517226, 3.778269], [-3.310806, 1.178621, 4.155060], [-2.992301, 0.152633, 3.256178], [-3.570378, -1.266990, 3.545342], [-2.536677, -2.302209, 3.978470], [-4.341087, -1.747978, 2.315175], [-4.559178, -1.218731, 4.721101], [-2.243129, 0.546190, 2.085137], [-1.108591, -0.254488, 1.687384], [0.179919, 0.161726, 1.995656], [0.487079, 1.474901, 2.236645], [1.822776, 2.004948, 2.443737], [2.823987, 1.968642, 1.434334], [4.151009, 2.140459, 1.787395], [4.446418, 2.430592, 3.142625], [5.676915, 1.948761, 3.659710], [5.866078, 2.019172, 4.895530], [6.493141, 1.415989, 2.870119], [3.443938, 2.810167, 4.061292], [2.126110, 2.603970, 3.700640], [0.969816, -0.954680, 2.135758], [2.293754, -1.017119, 2.723844], [2.515520, -0.737036, 4.109247], [1.468504, -0.834183, 5.259946], [2.013315, -0.229716, 6.563399], [1.226685, -2.329810, 5.496268], [0.157914, -0.120579, 4.992233], [3.844274, -0.587049, 4.533630], [4.898088, -1.114723, 3.798688], [4.615302, -1.681898, 2.573126], [3.389425, -1.426430, 1.933182], [3.461673, -1.628130, 0.399270], [4.773702, -0.989944, -0.104475], [2.353031, -0.991378, -0.424409], [3.496138, -3.134421, 0.132190], [0.235173, -2.032626, 1.643289], [-1.015410, -1.606526, 1.373600], [-1.524157, 0.605841, -0.701599], [-0.710165, 2.008917, -1.471182], [-0.044987, 1.270615, -0.020903], [-1.420996, 4.534081, 1.062765], [-0.011331, 3.453033, 1.134180], [-0.536987, 4.103143, -0.420898], [-3.534582, 3.790062, 0.106477], [-2.760720, 3.389878, -1.436783], [-3.759991, 2.180581, -0.576221], [-2.966178, 3.898951, 2.168969], [-3.636692, 3.295892, 4.464436], [-3.663931, 0.944304, 5.160862], [-1.899973, -1.920499, 4.784598], [-3.070034, -3.181299, 4.368050], [-1.907245, -2.659938, 3.162245], [-5.217126, -1.103512, 2.166450], [-3.739822, -1.712635, 1.402761], [-4.683485, -2.777917, 2.473192], [-5.355657, -0.484130, 4.554848], [-5.028246, -2.202890, 4.839971], [-4.043067, -0.992622, 5.661935], [-0.329303, 2.095930, 2.592344], [2.527378, 1.819299, 0.391967], [4.975373, 2.018141, 1.084451], [3.743077, 3.168553, 5.046932], [1.313604, 2.837117, 4.392824], [2.289248, 0.825137, 6.429522], [1.242526, -0.272810, 7.343732], [2.878819, -0.784315, 6.944364], [0.826091, -2.815734, 4.597368], [2.177352, -2.819719, 5.748739], [0.524889, -2.481806, 6.326859], [-0.378965, -0.550761, 4.146324], [-0.501049, -0.199348, 5.872865], [0.327013, 0.946331, 4.797840], [4.092757, -0.140960, 5.495955], [5.907466, -1.133842, 4.216239], [5.400077, -2.239911, 2.060808], [5.660298, -1.528514, 0.248483], [4.801262, -0.990584, -1.201090], [4.845156, 0.050859, 0.242288], [1.423032, -1.560978, -0.395188], [2.173834, 0.041650, -0.113622], [2.676781, -0.965634, -1.476882], [2.577930, -3.610499, 0.502288], [3.575593, -3.326093, -0.944423], [4.347687, -3.603347, 0.637027], [0.670378, -3.012701, 1.532575], [-1.852731, -2.154052, 0.963279], [-0.992038, 1.042191, -6.015951], [-1.118797, 2.452014, -5.425133], [-1.949486, 2.319750, -4.147120], [-1.943571, 0.880029, -3.836473], [-2.514902, 0.376994, -2.761424], [-2.929477, -1.006555, -2.700475], [-1.977188, -2.045673, -2.829911], [-2.402936, -3.367023, -2.892857], [-3.766511, -3.681873, -2.784087], [-4.710027, -2.656754, -2.627910], [-4.303684, -1.327833, -2.576374], [-1.545517, 0.057246, -4.979221], [-1.582722, 0.942465, -6.928863], [0.044522, 0.792927, -6.247042], [-0.132030, 2.856389, -5.182868], [-1.610610, 3.137792, -6.116420], [-1.561500, 2.921980, -3.313567], [-2.991418, 2.654141, -4.327024], [-2.951865, 1.095551, -2.060554], [-0.915069, -1.794022, -2.883139], [-1.668828, -4.158168, -3.050186], [-4.094972, -4.719627, -2.850020], [-5.772357, -2.893059, -2.558514], [-5.017062, -0.507970, -2.484299], [-2.418692, -0.491149, -5.376590], [-0.798626, -0.696760, -4.704371]], "atomic_forces_ev_per_a": [[0.333, -0.312, -0.488], [0.092, 0.163, 0.492], [0.273, 0.214, 0.034], [-0.268, -0.013, -0.040], [0.252, -0.331, 0.093], [-0.650, -0.026, 0.183], [0.391, 0.413, -0.220], [-0.592, -0.245, -0.369], [0.023, 0.334, 0.360], [0.582, 0.190, 0.447], [0.286, -0.624, 0.045], [-0.187, 0.148, -0.107], [-0.256, 0.153, -0.005], [-0.002, 0.942, 0.557], [-0.325, -0.387, -0.718], [0.390, 1.701, 1.230], [0.289, -0.182, 0.305], [0.286, 0.288, 0.436], [-0.284, 0.273, 0.533], [0.068, 0.204, 0.861], [-1.344, -0.475, -0.658], [2.671, -0.363, 0.883], [-0.203, -0.150, -2.064], [-1.397, 1.007, 1.419], [0.348, -0.199, -0.450], [0.191, 0.126, -0.678], [0.206, -0.019, -0.477], [0.586, -0.187, 0.216], [-0.022, 0.074, 0.214], [0.176, 0.483, -0.127], [0.112, -0.024, 0.237], [0.156, -0.209, -0.112], [-0.532, 0.242, 0.007], [0.034, -0.152, -0.039], [-0.201, -0.309, 0.032], [0.235, 0.325, -0.018], [0.023, -0.117, -0.057], [0.164, -0.230, 0.242], [0.232, 0.116, -0.024], [-0.287, 0.148, -0.378], [-0.093, -0.190, -0.116], [-0.482, -0.249, -0.091], [0.083, -0.760, -0.163], [0.109, -0.123, 0.030], [-0.129, -0.092, 0.094], [-0.207, 0.144, -0.140], [0.139, -0.084, -0.180], [-0.211, 0.189, -0.216], [-0.150, 0.007, 0.167], [0.088, -0.229, -0.229], [0.009, -0.029, 0.196], [-0.033, 0.080, 0.021], [0.074, -0.497, 0.251], [0.161, -0.306, -0.147], [-0.060, -0.033, -0.507], [-0.129, -0.095, -0.193], [0.125, 0.168, -0.058], [-0.024, 0.140, 0.297], [0.107, -0.165, -0.093], [-0.120, -0.019, 0.100], [0.026, 0.178, -0.046], [0.124, -0.092, 0.109], [0.110, 0.169, -0.092], [-0.172, -0.048, -0.152], [0.168, -0.202, -0.121], [0.193, -0.101, 0.513], [-0.297, -0.043, 0.256], [-0.171, -0.276, -0.260], [0.283, -0.158, -0.176], [0.003, -0.220, 0.038], [0.072, -0.029, -0.230], [-0.181, 0.178, -0.039], [-0.009, 0.069, 0.148], [-0.247, 0.038, -0.042], [0.095, 0.044, -0.161], [0.024, 0.104, 0.193], [0.202, -0.023, -0.216], [-0.129, -0.338, 0.060], [-0.270, -0.302, -0.275], [-0.338, 0.024, -0.170], [-0.236, 0.416, 0.042], [-0.203, 0.227, -0.143], [-0.028, -0.053, 0.173], [0.044, -0.344, -0.138], [-0.033, 0.148, 0.069], [-0.125, -0.304, -0.091], [-0.085, -0.030, 0.256], [0.207, 0.027, -0.121], [0.029, -0.039, 0.121], [-0.160, 0.027, -0.133], [-0.048, 0.091, 0.016], [0.260, 0.056, 0.171], [-0.162, -0.247, -0.274], [0.238, 0.245, 0.185], [-0.172, 0.766, -0.151], [-1.060, -0.945, 2.032], [-0.782, 1.531, -2.021], [0.392, -1.744, 0.350], [-0.518, 0.298, -0.044], [-0.174, -0.100, 0.072], [0.125, 0.489, -0.131], [0.133, -0.179, -0.035], [0.801, 0.475, 0.019], [0.387, -0.446, -0.787], [0.220, 0.084, 0.023], [-0.150, 0.116, -0.074], [-0.166, -0.025, -0.095], [0.173, -0.041, 0.076], [-0.053, -0.414, -0.181], [0.429, -0.419, 0.190], [0.299, -0.175, -0.362], [-0.338, -0.192, 0.064], [-0.225, 0.193, 0.169], [0.106, 0.309, 0.061], [0.322, 0.048, -0.002], [0.023, -0.322, 0.056], [0.211, 0.259, 0.401], [-0.270, 0.393, 0.083]], "charge": 1, "e_lumo_ev": -4.18}

---

(6)
{"formula": "C5H8O2", "method": "ωB97M-V with the def2-TZVPD basis set", "symbols": ["O", "C", "C", "O", "C", "C", "C", "H", "H", "H", "H", "H", "H", "H", "H"], "positions_angstrom": [[-0.753686, 1.399541, 0.650253], [-1.422864, 0.151491, 0.671801], [-0.995776, -0.739719, -0.473506], [0.176237, -1.469423, -0.172349], [1.389718, -0.882499, -0.582985], [1.706681, 0.488563, -0.209839], [0.809091, 1.434316, 0.356873], [0.822570, 1.244616, 1.424597], [-2.501008, 0.359283, 0.574895], [-1.318709, -0.427860, 1.612326], [-0.872238, -0.106175, -1.366334], [-1.765365, -1.487650, -0.678245], [1.494749, -0.880711, -1.694283], [2.177731, -1.568343, -0.242330], [1.052876, 2.484575, 0.129129]], "atomic_forces_ev_per_a": [[0.323, 0.130, -1.172], [-0.035, -0.158, -0.234], [-0.235, -0.030, -0.081], [-0.097, -0.258, -0.114], [0.026, 0.190, 0.188], [-0.348, -0.017, 0.069], [-1.584, -0.193, 0.380], [1.971, -0.012, 0.792], [0.314, 0.177, -0.022], [0.313, 0.394, -0.158], [0.040, -0.205, 0.034], [-0.036, 0.066, -0.011], [-0.014, 0.168, 0.191], [-0.073, 0.212, -0.055], [-0.564, -0.464, 0.193]], "e_lumo_ev": -0.19}